Record 1
{
  "formula": "C20H43N5OPdSi",
  "method": "ωB97M-V with the def2-TZVPD basis set",
  "s2": 2.005,
  "spin_multiplicity": 3,
  "charge": 0,
  "relative_energy_kj_mol": 0.00,
  "lumo_energy_ha": [0.024, -0.008],
  "elements": ["Pd", "N", "C", "O", "C", "C", "H", "H", "H", "H", "H", "H", "C", "C", "C", "C", "Si", "C", "C", "C", "C", "C", "C", "C", "C", "H", "H", "H", "H", "H", "H", "H", "H", "H", "H", "H", "H", "H", "H", "H", "H", "H", "H", "H", "H", "H", "H", "H", "H", "H", "H", "H", "C", "C", "C", "C", "N", "C", "N", "N", "N", "H", "H", "H", "H", "H", "H", "H", "H", "H", "H"],
  "coordinates": [[0.032, 1.043, -1.081], [-0.298, 3.977, 1.933], [-1.315, 3.169, 1.547], [-1.830, 2.380, 2.335], [-1.775, 3.323, 0.115], [-0.691, 3.026, -0.916], [0.115, 3.815, 2.836], [0.218, 4.509, 1.255], [-2.152, 4.348, -0.003], [-2.629, 2.657, -0.011], [0.188, 3.663, -0.780], [-1.083, 3.209, -1.922], [2.975, -0.845, -2.956], [2.573, -1.381, -1.575], [1.326, -2.249, -1.810], [3.711, -2.275, -1.064], [2.141, 0.082, -0.373], [3.408, 1.550, -0.540], [4.875, 1.102, -0.525], [3.209, 2.564, 0.595], [3.147, 2.322, -1.844], [1.993, -0.525, 1.463], [1.197, 0.489, 2.298], [1.204, -1.841, 1.537], [3.353, -0.750, 2.138], [3.086, -1.688, -3.647], [3.925, -0.311, -2.941], [2.211, -0.181, -3.368], [1.579, -3.065, -2.498], [0.518, -1.671, -2.264], [0.932, -2.698, -0.901], [3.946, -3.034, -1.819], [3.443, -2.804, -0.149], [4.626, -1.712, -0.870], [5.133, 0.557, 0.385], [5.529, 1.981, -0.579], [5.121, 0.465, -1.375], [3.509, 2.170, 1.566], [2.167, 2.886, 0.662], [3.825, 3.449, 0.398], [3.289, 1.717, -2.737], [3.835, 3.173, -1.906], [2.128, 2.719, -1.870], [0.201, 0.658, 1.886], [1.688, 1.458, 2.372], [1.073, 0.103, 3.318], [0.230, -1.755, 1.048], [1.029, -2.095, 2.589], [1.734, -2.678, 1.085], [3.925, 0.174, 2.232], [3.971, -1.471, 1.600], [3.199, -1.140, 3.151], [-6.072, -1.159, 0.383], [-5.403, -0.835, 1.715], [-5.250, 0.671, 1.910], [-4.069, -1.569, 1.868], [-3.101, -1.212, 0.839], [-2.296, -0.154, 0.755], [-1.641, -0.244, -0.382], [-2.061, -1.376, -0.988], [-2.937, -1.961, -0.264], [-7.061, -0.703, 0.336], [-6.183, -2.234, 0.238], [-5.488, -0.770, -0.453], [-6.029, -1.225, 2.524], [-4.668, 1.122, 1.104], [-4.752, 0.914, 2.851], [-6.229, 1.152, 1.910], [-4.206, -2.646, 1.786], [-3.613, -1.346, 2.832], [-2.209, 0.644, 1.484]],
  "atomic_forces_ev_per_a": [[0.04, -0.03, 0.04], [-0.01, -0.04, -0.02], [-0.03, -0.13, 0.07], [0.05, 0.12, -0.09], [0.05, -0.01, 0.01], [-0.04, 0.00, -0.02], [-0.01, 0.00, 0.00], [0.00, 0.01, 0.00], [-0.02, 0.00, 0.04], [0.00, 0.00, -0.02], [0.00, 0.01, 0.00], [0.01, 0.00, 0.00], [0.00, -0.01, 0.00], [0.02, 0.00, 0.00], [-0.01, 0.00, 0.00], [0.00, 0.00, 0.00], [-0.04, 0.07, -0.05], [0.02, -0.02, 0.00], [0.00, -0.02, 0.00], [0.01, 0.00, -0.01], [-0.01, 0.01, 0.01], [-0.04, 0.00, 0.00], [0.01, -0.01, 0.01], [0.00, 0.01, 0.00], [0.00, 0.00, 0.01], [0.00, 0.00, 0.00], [0.00, 0.00, 0.00], [0.00, 0.00, 0.00], [0.00, 0.00, -0.01], [-0.01, 0.00, 0.00], [0.00, 0.00, 0.00], [0.00, 0.00, 0.00], [0.00, 0.00, 0.00], [0.00, 0.00, 0.00], [0.00, 0.00, 0.00], [0.00, 0.00, 0.00], [0.00, 0.00, 0.00], [0.00, 0.00, 0.00], [-0.01, 0.00, 0.00], [0.00, 0.00, 0.00], [0.01, 0.00, 0.00], [0.00, 0.00, 0.00], [-0.01, 0.00, -0.01], [0.00, 0.00, -0.02], [0.00, 0.00, 0.00], [0.00, 0.00, 0.00], [0.00, 0.00, 0.00], [0.00, 0.00, 0.00], [0.00, 0.00, 0.00], [-0.01, 0.00, 0.00], [0.00, 0.00, 0.00], [0.00, 0.00, 0.00], [0.00, 0.01, 0.00], [0.01, 0.00, -0.01], [0.00, 0.01, 0.02], [0.00, 0.01, 0.00], [-0.02, -0.03, 0.01], [0.01, 0.01, -0.01], [-0.01, 0.01, 0.02], [0.00, -0.01, 0.00], [0.02, 0.02, -0.01], [0.00, 0.00, 0.00], [0.00, 0.00, 0.00], [0.00, 0.00, 0.00], [0.00, 0.00, 0.00], [-0.01, -0.01, -0.01], [0.00, 0.00, 0.00], [0.00, 0.00, 0.00], [0.00, 0.00, 0.00], [0.00, 0.00, 0.00], [0.00, 0.00, 0.00]]
}

Record 2
{
  "formula": "C11H12FNS",
  "method": "ωB97M-V with the def2-TZVPD basis set",
  "smiles": "C=C1Nc2ccc(F)cc2[C@@H]1CSC",
  "charge": 0,
  "relative_energy_kj_mol": 0.00,
  "lumo_energy_ha": 0.030,
  "elements": ["C", "C", "N", "C", "C", "C", "C", "F", "C", "C", "C", "C", "S", "C", "H", "H", "H", "H", "H", "H", "H", "H", "H", "H", "H", "H"],
  "coordinates": [[2.779, 0.869, 1.877], [1.516, 0.875, 1.320], [0.402, 0.897, 2.062], [-0.741, 0.837, 1.249], [-2.038, 0.962, 1.616], [-3.004, 0.845, 0.639], [-2.614, 0.504, -0.630], [-3.616, 0.482, -1.482], [-1.266, 0.546, -1.038], [-0.311, 0.719, -0.123], [1.126, 0.730, -0.197], [1.560, -0.590, -0.924], [1.207, -1.150, -2.705], [0.177, -2.648, -2.340], [3.797, 0.917, 1.543], [2.927, 0.913, 2.966], [0.258, 0.733, 3.114], [-2.339, 1.241, 2.644], [-4.013, 1.040, 0.949], [-1.007, 0.566, -2.091], [1.550, 1.584, -0.657], [1.172, -1.356, -0.172], [2.653, -0.769, -0.752], [0.035, -3.272, -3.332], [0.601, -3.135, -1.574], [-0.810, -2.340, -1.959]],
  "atomic_forces_ev_per_a": [[-1.23, 0.26, 0.73], [4.72, -1.25, -0.20], [-3.16, -0.25, 2.58], [1.79, -0.03, -0.98], [-0.31, 0.49, 1.43], [0.37, -0.52, 0.49], [0.47, 1.48, 1.07], [-0.81, -0.51, -1.99], [-1.69, -0.08, -1.93], [-2.05, 0.55, 3.25], [1.23, -0.67, 0.04], [1.50, -1.93, 2.17], [-0.37, 0.25, 1.54], [-2.21, 1.78, -3.94], [-0.18, -0.17, -1.61], [-0.98, 0.04, -0.17], [1.05, 0.48, -2.52], [0.35, -0.34, -0.64], [-0.46, -0.20, -0.49], [-0.26, -0.35, -0.03], [0.27, 0.96, -0.89], [0.03, 0.41, -1.43], [-0.68, 0.59, -0.51], [0.50, 1.26, 2.17], [1.90, -2.27, 2.36], [0.21, 0.03, -0.50]]
}